{"formula": "C6H12O", "method": "the ωB97M-V functional and the def2-TZVPD basis", "elements": ["C", "C", "O", "C", "C", "C", "C", "H", "H", "H", "H", "H", "H", "H", "H", "H", "H", "H", "H"], "xyz": [[1.04, 0.49, 0.89], [2.14, -0.03, -0.11], [0.27, -1.38, -1.45], [-0.55, -1.46, -0.57], [-0.55, 0.01, 1.16], [-1.42, -0.34, -0.10], [-1.55, 0.87, -1.02], [1.56, 0.43, 1.86], [1.03, 1.57, 0.67], [3.04, 0.56, 0.14], [2.41, -1.08, -0.02], [1.94, 0.17, -1.17], [-0.59, -2.34, 0.10], [-1.00, 0.88, 1.65], [-0.73, -0.83, 1.87], [-2.42, -0.77, 0.11], [-1.65, 0.60, -2.07], [-2.41, 1.49, -0.73], [-0.65, 1.47, -0.91]], "smiles": "CCC[C@@H](C)C=O", "total_charge": 0, "homo_lumo_gap_ev": 10.58, "e_above_lowest_kj_mol": 150.0, "homo_ev": -9.591, "energy_ev": -8462.7988}



{"formula": "C6H12O", "method": "the ωB97M-V functional and the def2-TZVPD basis", "elements": ["C", "C", "C", "C", "C", "O", "C", "H", "H", "H", "H", "H", "H", "H", "H", "H", "H", "H", "H"], "xyz": [[2.79, 0.20, 0.11], [1.40, -0.42, 0.09], [0.26, 0.58, 0.39], [-1.11, -0.09, 0.42], [-1.51, -0.91, -0.82], [-2.88, -0.53, -0.68], [-2.48, 0.59, 0.12], [2.88, 1.03, -0.61], [3.06, 0.60, 1.09], [3.55, -0.54, -0.16], [1.37, -1.24, 0.82], [1.23, -0.88, -0.89], [0.26, 1.35, -0.39], [0.46, 1.08, 1.34], [-1.25, -0.66, 1.34], [-1.37, -1.99, -0.86], [-1.06, -0.44, -1.71], [-2.38, 1.48, -0.51], [-3.20, 0.78, 0.92]], "total_charge": 0, "homo_lumo_gap_ev": 10.71, "e_above_lowest_kj_mol": 139.3, "homo_ev": -9.572, "energy_ev": -8462.9099}



{"formula": "C6H12O", "method": "the ωB97M-V functional and the def2-TZVPD basis", "elements": ["C", "C", "O", "C", "C", "C", "C", "H", "H", "H", "H", "H", "H", "H", "H", "H", "H", "H", "H"], "xyz": [[1.13, 2.11, 1.43], [-0.35, 0.25, 0.66], [-1.31, -0.06, 1.32], [0.04, 1.69, 0.43], [-1.19, -1.42, -1.70], [-0.28, -1.94, -0.59], [0.55, -0.82, 0.04], [0.72, 2.13, 2.44], [1.51, 3.11, 1.20], [1.98, 1.42, 1.41], [-1.97, -0.77, -1.29], [-0.85, 2.31, 0.56], [0.40, 1.82, -0.60], [-1.69, -2.24, -2.23], [-0.62, -0.85, -2.44], [0.40, -2.71, -0.99], [-0.88, -2.42, 0.19], [1.23, -0.38, -0.70], [1.18, -1.23, 0.84]], "smiles": "CCCC(=O)CC", "total_charge": 0, "homo_lumo_gap_ev": 10.48, "e_above_lowest_kj_mol": 16.0, "homo_ev": -9.472, "energy_ev": -8464.1876}



{"formula": "C6H12O", "method": "the ωB97M-V functional and the def2-TZVPD basis", "elements": ["C", "C", "C", "O", "C", "C", "C", "H", "H", "H", "H", "H", "H", "H", "H", "H", "H", "H", "H"], "xyz": [[-1.95, 0.83, -0.22], [-0.70, 0.02, -0.02], [-0.24, -1.01, -0.73], [1.05, -1.38, -0.44], [1.59, -0.33, 0.40], [2.44, 0.63, -0.44], [0.36, 0.38, 0.99], [-2.63, 0.35, -0.94], [-1.67, 1.80, -0.63], [-2.52, 1.02, 0.70], [-2.57, -1.84, 0.41], [-0.74, -1.61, -1.49], [-3.19, -2.14, 0.14], [2.22, -0.83, 1.15], [3.23, 0.11, -0.98], [2.89, 1.38, 0.22], [1.81, 1.16, -1.16], [0.51, 1.46, 1.08], [0.10, 0.00, 1.98]], "smiles": "CC1=CO[C@@H](C)C1.[H][H]", "total_charge": 0, "homo_lumo_gap_ev": 9.17, "e_above_lowest_kj_mol": 169.8, "homo_ev": -8.123, "energy_ev": -8462.5941}



{"formula": "C6H12O", "method": "the ωB97M-V functional and the def2-TZVPD basis", "elements": ["C", "O", "C", "C", "C", "C", "C", "H", "H", "H", "H", "H", "H", "H", "H", "H", "H", "H", "H"], "xyz": [[2.36, 0.42, -0.27], [1.62, 0.59, 0.91], [0.55, -0.31, 1.06], [-0.63, -0.05, 0.14], [-1.00, 1.41, -0.02], [-0.87, -0.98, -1.03], [-1.73, -1.07, 0.20], [1.73, 0.50, -1.16], [2.87, -0.55, -0.28], [3.11, 1.22, -0.29], [0.90, -1.36, 0.93], [0.23, -0.19, 2.10], [-0.21, 1.96, -0.53], [-1.16, 1.88, 0.96], [-1.92, 1.52, -0.60], [-0.16, -1.78, -1.20], [-1.31, -0.56, -1.93], [-1.60, -1.93, 0.85], [-2.76, -0.72, 0.14]], "smiles": "COCC1(C)CC1", "total_charge": 0, "homo_lumo_gap_ev": 10.73, "e_above_lowest_kj_mol": 144.5, "homo_ev": -9.704, "energy_ev": -8462.8566}



{"formula": "C6H12O", "method": "the ωB97M-V functional and the def2-TZVPD basis", "elements": ["C", "C", "C", "C", "C", "C", "O", "H", "H", "H", "H", "H", "H", "H", "H", "H", "H", "H", "H"], "xyz": [[-0.95, 1.00, -0.32], [1.42, 0.60, 0.28], [-2.71, -0.28, 0.71], [2.70, -0.16, -0.03], [0.14, -0.02, -0.35], [0.06, -1.20, -0.93], [-2.26, 0.37, -0.45], [-0.88, 1.66, -1.19], [-0.93, 1.58, 0.61], [1.54, 1.64, -0.02], [1.25, 0.61, 1.37], [-2.00, -1.04, 1.06], [-2.86, 0.45, 1.52], [-3.65, -0.76, 0.47], [-0.85, -1.51, -1.42], [0.90, -1.88, -0.98], [3.55, 0.33, 0.44], [2.87, -0.19, -1.10], [2.65, -1.18, 0.35]], "smiles": "C=C(CC)COC", "total_charge": 0, "homo_lumo_gap_ev": 10.56, "e_above_lowest_kj_mol": 143.8, "homo_ev": -9.542, "energy_ev": -8462.8632}



{"formula": "C6H12O", "method": "the ωB97M-V functional and the def2-TZVPD basis", "elements": ["C", "O", "C", "C", "C", "C", "C", "H", "H", "H", "H", "H", "H", "H", "H", "H", "H", "H", "H"], "xyz": [[-2.56, 0.46, -1.22], [-1.15, 0.39, -1.23], [-0.64, 0.40, 0.16], [0.72, -0.18, 0.99], [0.97, -1.66, 0.89], [1.23, 0.61, -0.49], [1.93, 0.64, 0.79], [-2.95, 1.38, -0.78], [-3.02, -0.38, -0.67], [-2.92, 0.41, -2.26], [-0.86, 1.39, 0.56], [-1.24, -0.35, 0.64], [0.09, -2.27, 0.68], [1.35, -2.00, 1.85], [1.73, -1.96, 0.16], [0.95, 1.57, -0.92], [1.53, -0.13, -1.21], [2.00, 1.61, 1.26], [2.86, 0.07, 0.79]], "total_charge": 0, "homo_lumo_gap_ev": 8.95, "e_above_lowest_kj_mol": 514.2, "homo_ev": -7.869, "energy_ev": -8459.0244}



{"formula": "C6H12O", "method": "the ωB97M-V functional and the def2-TZVPD basis", "elements": ["C", "C", "O", "C", "C", "C", "C", "H", "H", "H", "H", "H", "H", "H", "H", "H", "H", "H", "H"], "xyz": [[-0.34, -1.15, 2.55], [-0.79, -0.64, 1.19], [0.02, 0.46, 0.83], [-0.45, 1.05, -0.33], [0.52, 1.87, -1.10], [0.06, 0.54, -1.66], [1.03, -0.61, -1.72], [-0.94, -0.56, 3.23], [0.71, -0.99, 2.80], [-0.56, -2.22, 2.70], [-1.82, -0.28, 1.32], [-0.82, -1.39, 0.38], [-1.49, 1.37, -0.27], [1.52, 1.91, -0.70], [0.17, 2.80, -1.56], [-0.66, 0.59, -2.48], [0.50, -1.57, -1.82], [1.71, -0.51, -2.57], [1.63, -0.66, -0.80]], "smiles": "CCO[C@H]1C[C@H]1C", "total_charge": 0, "homo_lumo_gap_ev": 10.45, "e_above_lowest_kj_mol": 154.5, "homo_ev": -9.300, "energy_ev": -8462.7529}



{"formula": "C6H12O", "method": "the ωB97M-V functional and the def2-TZVPD basis", "elements": ["C", "C", "C", "C", "C", "C", "O", "H", "H", "H", "H", "H", "H", "H", "H", "H", "H", "H", "H"], "xyz": [[-1.00, 1.01, 1.58], [0.07, 0.48, 0.68], [-0.99, 0.49, -1.51], [0.19, -0.87, 0.10], [0.16, -0.71, -1.38], [1.41, -1.15, 0.85], [2.66, -0.70, 0.54], [-0.52, 1.37, 2.49], [-1.58, 1.86, 1.17], [-1.73, 0.24, 1.84], [0.73, 1.23, 0.25], [-1.02, 1.56, -1.14], [-1.95, 0.09, -1.15], [-1.00, 0.62, -2.57], [-0.60, -1.52, 0.49], [-0.04, -1.66, -1.92], [1.15, -0.37, -1.74], [1.51, -2.04, 1.49], [2.57, 0.06, -0.05]], "total_charge": 0, "homo_lumo_gap_ev": [7.72, 7.80], "e_above_lowest_kj_mol": 450.4, "homo_ev": [-6.740, -6.812], "energy_ev": -8459.6861}



{"formula": "C6H12O", "method": "the ωB97M-V functional and the def2-TZVPD basis", "elements": ["C", "O", "C", "C", "C", "C", "C", "H", "H", "H", "H", "H", "H", "H", "H", "H", "H", "H", "H"], "xyz": [[-1.99, 0.67, -0.56], [-1.27, -0.33, -1.41], [0.17, -0.33, -1.32], [0.57, -0.26, 0.15], [-0.56, -0.91, 0.93], [2.02, -0.35, 0.54], [1.32, 0.97, 0.60], [-2.49, 1.27, -1.30], [-1.36, 1.30, 0.10], [-2.75, 0.23, 0.13], [0.58, -1.25, -1.77], [0.56, 0.51, -1.92], [-1.28, -1.11, 0.08], [-0.90, -0.27, 1.76], [-0.34, -1.90, 1.32], [2.76, -0.51, -0.24], [2.26, -0.84, 1.48], [1.58, 1.71, -0.16], [1.10, 1.40, 1.58]], "smiles": "COCC1(C)CC1", "total_charge": 0, "homo_lumo_gap_ev": 10.71, "e_above_lowest_kj_mol": 282.5, "homo_ev": -9.701, "energy_ev": -8461.4261}



{"formula": "C6H12O", "method": "the ωB97M-V functional and the def2-TZVPD basis", "elements": ["C", "C", "C", "O", "C", "C", "C", "H", "H", "H", "H", "H", "H", "H", "H", "H", "H", "H", "H"], "xyz": [[-2.37, 0.36, 0.26], [-1.06, -0.34, 0.53], [-0.56, -1.14, -0.65], [0.76, -1.43, -0.43], [1.34, -0.35, 0.36], [2.45, 0.29, -0.45], [0.17, 0.57, 0.72], [-3.14, -0.37, 0.01], [-2.26, 1.06, -0.58], [-2.71, 0.93, 1.13], [-1.16, -0.96, 1.43], [-1.06, -1.36, -1.60], [-0.74, -0.21, -1.73], [1.76, -0.82, 1.26], [3.22, -0.44, -0.70], [2.92, 1.12, 0.10], [2.03, 0.70, -1.39], [0.11, 1.40, 0.00], [0.28, 1.00, 1.73]], "total_charge": 0, "homo_lumo_gap_ev": 9.59, "e_above_lowest_kj_mol": 294.2, "homo_ev": -8.492, "energy_ev": -8461.3045}



{"formula": "C6H12O", "method": "the ωB97M-V functional and the def2-TZVPD basis", "elements": ["C", "C", "O", "C", "C", "C", "C", "H", "H", "H", "H", "H", "H", "H", "H", "H", "H", "H", "H"], "xyz": [[2.71, 0.65, 0.18], [1.61, -0.29, -0.27], [0.55, -0.17, 0.67], [-0.49, -1.01, 0.48], [-1.80, -0.68, 1.05], [-1.92, -0.48, -0.44], [-1.85, 0.98, -0.85], [3.06, 0.37, 1.18], [2.32, 1.68, 0.23], [3.55, 0.63, -0.51], [1.98, -1.33, -0.30], [1.26, -0.04, -1.28], [-0.25, -2.09, 0.45], [-1.72, 0.23, 1.64], [-2.37, -1.47, 1.53], [-1.05, -1.11, -0.90], [-1.68, 1.10, -1.92], [-2.82, 1.45, -0.63], [-1.09, 1.56, -0.29]], "smiles": "CCO[C@H]1C[C@H]1C", "total_charge": 0, "homo_lumo_gap_ev": 8.62, "e_above_lowest_kj_mol": 386.1, "homo_ev": -7.592, "energy_ev": -8460.3524}



{"formula": "C6H12O", "method": "the ωB97M-V functional and the def2-TZVPD basis", "elements": ["C", "C", "C", "O", "C", "C", "C", "H", "H", "H", "H", "H", "H", "H", "H", "H", "H", "H", "H"], "xyz": [[-1.44, -0.46, -0.73], [-0.39, 0.64, -0.50], [0.29, 1.22, -1.76], [-0.09, 1.51, 0.60], [0.30, 0.15, 0.72], [-0.48, -0.42, 1.91], [1.61, -0.54, 0.48], [-1.64, -0.50, -1.79], [-2.36, -0.42, -0.14], [-0.96, -1.43, -0.49], [1.30, 0.84, -1.89], [0.38, 2.31, -1.67], [-0.27, 1.02, -2.68], [-0.63, -1.51, 1.91], [0.11, -0.17, 2.80], [-1.45, 0.07, 2.02], [2.35, -0.36, 1.25], [2.01, -0.33, -0.51], [1.37, -1.62, 0.48]], "smiles": "CC1(C)OC1(C)C", "total_charge": 0, "homo_lumo_gap_ev": 9.87, "e_above_lowest_kj_mol": 254.1, "homo_ev": -8.939, "energy_ev": -8461.7202}



{"formula": "C6H12O", "method": "the ωB97M-V functional and the def2-TZVPD basis", "elements": ["C", "C", "C", "C", "C", "C", "H", "H", "H", "H", "H", "H", "H", "H", "H", "H", "H", "H", "O"], "xyz": [[2.26, 0.42, 1.74], [1.89, 0.90, 0.34], [0.76, 0.12, -0.26], [0.89, -0.74, -1.26], [-1.72, 0.48, -0.37], [-0.59, 0.42, 0.31], [3.21, 0.84, 2.10], [2.33, -0.67, 1.79], [1.51, 0.67, 2.49], [2.76, 0.86, -0.32], [1.59, 1.95, 0.39], [0.09, -1.29, -1.74], [1.85, -1.01, -1.70], [-2.61, 0.81, 0.14], [-1.77, 0.27, -1.43], [-0.58, 0.57, 1.38], [-3.46, -1.48, -1.81], [-4.12, -1.70, -0.44], [-4.30, -1.43, -1.34]], "smiles": "C=CC(=C)CC.O", "total_charge": 0, "homo_lumo_gap_ev": 9.97, "e_above_lowest_kj_mol": 153.4, "homo_ev": -9.123, "energy_ev": -8462.7641}



{"formula": "C6H12O", "method": "the ωB97M-V functional and the def2-TZVPD basis", "elements": ["C", "C", "C", "C", "C", "C", "H", "H", "H", "H", "H", "H", "H", "H", "H", "H", "H", "H", "O"], "xyz": [[-1.24, -1.39, -0.83], [-1.04, -2.64, -1.24], [-0.15, -0.80, 0.11], [-0.30, 0.58, 0.51], [0.07, 1.60, -0.34], [-0.15, 3.04, -0.05], [-2.10, -0.77, -1.04], [-1.73, -3.33, -1.71], [-0.12, -3.19, -1.01], [0.72, -0.93, -0.57], [-0.07, -1.46, 0.97], [-0.85, 0.82, 1.41], [0.66, 1.48, -1.24], [-1.11, 3.36, -0.50], [0.59, 3.63, -0.59], [-0.35, 3.23, 1.00], [1.61, -1.36, 1.76], [3.02, -0.60, 1.89], [2.53, -1.29, 1.46]], "s2": 0.7537, "spin_multiplicity": 2, "total_charge": 1, "homo_lumo_gap_ev": [9.60, 5.43], "e_above_lowest_kj_mol": 173.7, "homo_ev": [-14.156, -13.949], "energy_ev": -8453.2468}



{"formula": "C6H12O", "method": "the ωB97M-V functional and the def2-TZVPD basis", "elements": ["C", "C", "C", "C", "C", "C", "H", "H", "H", "H", "H", "H", "H", "H", "H", "H", "H", "H", "O"], "xyz": [[-0.54, 1.85, -1.11], [0.47, 0.63, -0.91], [-0.05, -0.50, 0.04], [0.74, -1.12, 0.97], [-1.36, -2.28, -1.12], [-1.16, -1.05, -0.65], [-0.28, 2.88, -0.46], [-1.35, 1.54, -0.55], [-0.81, 2.05, -2.11], [1.38, 1.10, -0.46], [0.81, 0.24, -1.89], [0.67, -2.19, 1.27], [1.50, -0.73, 1.66], [-2.15, -2.77, -1.67], [-0.87, -3.09, -0.77], [-1.94, -0.35, -1.17], [1.32, 1.00, 2.31], [1.65, 1.71, 3.65], [1.97, 1.08, 2.97]], "s2": 0.7773, "spin_multiplicity": 2, "total_charge": 1, "homo_lumo_gap_ev": [9.65, 6.62], "e_above_lowest_kj_mol": 321.4, "homo_ev": [-15.115, -15.115], "energy_ev": -8451.7169}



{"formula": "C6H12O2", "method": "the ωB97M-V functional and the def2-TZVPD basis", "elements": ["C", "C", "C", "C", "C", "C", "O", "O", "H", "H", "H", "H", "H", "H", "H", "H", "H", "H", "H", "H"], "xyz": [[0.67, -0.32, 0.98], [0.46, 1.31, 0.87], [-0.54, -1.11, 1.42], [-0.85, 1.73, 0.23], [0.43, -0.90, -1.50], [1.12, -0.47, -0.43], [-0.93, -1.12, -1.51], [1.02, -0.86, -2.74], [0.36, -0.64, -3.41], [-1.12, -1.94, -2.01], [1.52, -0.49, 1.65], [2.16, -0.25, -0.62], [1.28, 1.85, 0.39], [0.47, 1.63, 1.91], [-0.80, -0.84, 2.44], [-1.39, -0.93, 0.78], [-0.32, -2.18, 1.37], [-0.94, 2.81, 0.23], [-0.89, 1.41, -0.81], [-1.72, 1.33, 0.77]], "smiles": "CC[C@@H](C)C=C(O)O", "total_charge": 0, "homo_lumo_gap_ev": 8.64, "e_above_lowest_kj_mol": 176.4, "homo_ev": -8.086, "energy_ev": -10510.4790}



{"formula": "C6H12O2", "method": "the ωB97M-V functional and the def2-TZVPD basis", "elements": ["O", "C", "C", "C", "C", "C", "C", "H", "H", "H", "H", "H", "H", "H", "H", "H", "H", "H", "H", "O"], "xyz": [[1.78, 2.28, -2.36], [1.03, 2.26, -1.43], [0.13, 1.08, -1.07], [-0.24, 1.11, 0.46], [0.46, 0.03, 1.28], [0.81, -2.48, 1.15], [0.14, -1.38, 0.85], [0.96, 3.10, -0.70], [-0.71, 0.87, -1.74], [0.73, 0.22, -1.38], [-1.31, 1.17, 0.63], [0.21, 2.07, 0.72], [1.55, 0.14, 1.22], [0.22, 0.20, 2.32], [1.82, -2.54, 1.50], [0.44, -3.42, 0.77], [-0.78, -1.44, 0.30], [-1.93, -0.58, -1.13], [-2.62, -1.50, -0.25], [-2.68, -1.20, -1.13]], "smiles": "C=CCCCC=O.O", "total_charge": 0, "homo_lumo_gap_ev": 10.88, "e_above_lowest_kj_mol": 243.4, "homo_ev": -10.095, "energy_ev": -10509.7840}



{"formula": "C6H12O2", "method": "the ωB97M-V functional and the def2-TZVPD basis", "elements": ["O", "C", "O", "C", "C", "C", "C", "C", "H", "H", "H", "H", "H", "H", "H", "H", "H", "H", "H", "H"], "xyz": [[-2.11, -0.83, 1.35], [-2.33, -0.39, 0.20], [-2.88, 0.66, -0.14], [2.84, -1.33, -1.06], [2.57, -0.17, -0.11], [1.14, 0.18, -0.05], [0.27, 1.21, -1.10], [0.41, 0.62, 1.20], [-1.93, -1.14, -0.66], [2.37, -1.00, -2.06], [2.20, -2.20, -0.78], [3.94, -1.77, -1.39], [3.33, 0.65, 0.03], [0.36, -0.79, -0.32], [0.37, 2.33, -0.79], [0.22, 0.86, -2.30], [-0.77, 0.95, -0.70], [0.97, 0.22, 2.05], [-0.69, 0.21, 1.26], [0.18, 1.72, 1.30]], "total_charge": 0, "homo_lumo_gap_ev": 4.18, "e_above_lowest_kj_mol": 799.8, "homo_ev": -8.003, "energy_ev": -10504.0173}



{"formula": "C6H12O2", "method": "the ωB97M-V functional and the def2-TZVPD basis", "elements": ["C", "C", "C", "C", "C", "C", "O", "H", "H", "H", "H", "H", "H", "H", "H", "H", "H", "H", "H", "O"], "xyz": [[0.93, -2.71, 0.49], [0.93, -1.94, -0.83], [-0.20, -0.93, -0.62], [0.00, 0.40, -0.68], [-1.08, 1.33, -0.58], [-0.77, 2.67, -0.48], [-1.65, 3.61, -0.31], [0.02, -3.18, 0.79], [1.33, -2.00, 1.18], [1.67, -3.53, 0.46], [0.72, -2.67, -1.80], [1.91, -1.56, -1.03], [-1.20, -1.38, -0.51], [1.04, 0.84, -0.69], [-1.98, 0.99, -0.28], [0.10, 3.16, -0.84], [-2.65, 3.33, -0.09], [0.22, 0.52, 1.52], [0.25, 1.97, 1.98], [0.39, 1.08, 2.31]], "smiles": "CC/C=C/C=C/O.O", "total_charge": 0, "homo_lumo_gap_ev": 8.53, "e_above_lowest_kj_mol": 300.5, "homo_ev": -7.987, "energy_ev": -10509.1929}



no.,strongest force on any atom (eV/A)
1,1.045
2,0.466
3,0.461
4,0.383
5,0.277
6,2.373
7,2.965
8,0.773
9,2.486
10,2.450
11,3.376
12,1.738
13,1.085
14,1.203
15,2.665
16,4.174
17,2.829
18,2.480
19,4.764
20,5.660